C34H39N2O4Sm | ωB97M-V with the def2-TZVPD basis set

CARTESIAN COORDINATES (ANGSTROEM)
1 C 0.317 0.133 3.622
2 C 0.426 0.430 -3.525
3 C -1.621 2.064 7.152
4 H 1.855 3.004 6.284
5 N 0.285 0.388 2.270
6 H -1.804 1.720 8.182
7 H -2.124 -1.412 1.677
8 O 0.550 0.096 -6.429
9 C 0.869 1.382 4.317
10 C -2.190 3.460 5.255
11 H 0.316 2.695 -2.593
12 H -0.626 0.576 -5.396
13 H -0.683 -3.179 0.282
14 C -2.342 0.323 -1.212
15 H -3.281 3.453 7.138
16 H -2.491 0.451 -2.281
17 C 2.468 2.109 6.152
18 H 3.109 -1.035 0.740
19 H -2.378 -1.912 -0.991
20 H -2.259 1.250 2.025
21 H -1.437 1.577 -4.098
22 H 1.697 -1.986 -7.612
23 H -1.816 -0.696 -7.813
24 C 3.579 1.923 6.985
25 H 0.065 0.732 6.862
26 H 4.602 -1.122 5.828
27 O -0.051 -0.932 4.124
28 Sm 0.023 -0.059 -0.140
29 H 1.380 2.239 -5.351
30 C 1.128 -2.101 1.002
31 C 0.491 2.491 -4.750
32 C 1.926 -1.553 -1.097
33 C -2.439 3.037 6.564
34 H 1.036 -2.283 2.075
35 C 1.632 -1.109 -8.238
36 C -0.559 1.517 6.419
37 N 1.197 2.202 3.169
38 H 5.215 0.605 7.527
39 C -0.908 -1.230 -8.075
40 H 1.722 3.062 3.111
41 H 1.229 2.106 -6.887
42 H -0.746 1.216 -8.988
43 C -2.168 -0.672 0.880
44 H 2.565 -1.183 -1.907
45 H 2.605 -0.802 4.376
46 H 1.045 1.346 -9.167
47 C -1.112 2.931 4.537
48 O 1.178 1.947 0.817
49 C 0.906 1.572 2.006
50 H 0.692 -0.562 -3.929
51 C -0.436 1.247 -4.528
52 H 1.878 3.363 -3.245
53 C 0.225 0.993 -8.520
54 O 1.670 1.199 -3.283
55 C 4.351 0.755 6.869
56 C -2.217 0.746 1.057
57 C 0.361 -0.399 -7.823
58 C 2.100 1.141 5.198
59 C 0.200 -2.588 0.040
60 H -1.006 -1.528 -9.126
61 C -2.283 -0.935 -0.527
62 H 3.831 2.682 7.738
63 H -2.839 4.212 4.780
64 C 0.363 1.468 -7.089
65 C 2.206 -1.470 0.300
66 H -2.382 2.437 -0.429
67 C -0.279 1.975 5.119
68 H 1.656 -1.431 -9.286
69 H 2.460 -0.446 -8.038
70 H -0.048 3.372 -5.096
71 H -0.251 0.187 -2.625
72 H -0.560 1.932 -6.720
73 C 0.691 -2.256 -1.261
74 C 4.005 -0.206 5.912
75 C 2.884 -0.012 5.079
76 H -0.916 3.280 3.523
77 H -0.844 -2.152 -7.514
78 C -2.316 1.366 -0.226
79 C 1.105 2.581 -3.374
80 H 0.242 -2.558 -2.215

Atomic forces in eV per Å
C -0.5776 -1.7863 -1.2952
C -0.1057 -0.4690 0.1313
C 0.2001 -0.1146 -0.2980
H 0.1773 -0.2747 -0.1039
N 0.6307 0.2157 -0.1004
H 0.0495 0.1928 -0.6177
H 0.0819 0.2524 -0.2335
O -0.0531 1.2638 -4.4950
C 0.4091 0.3952 0.9196
C -0.1095 0.0247 0.0512
H 0.5966 0.0733 -0.2449
H -0.3466 1.0871 1.4948
H 0.2847 0.2928 -0.1791
C -0.4969 -0.4578 0.8467
H 0.4701 -0.1754 -0.3681
H 0.1036 -0.0020 0.2262
C 0.2233 -0.1765 0.1254
H -0.5174 -0.0476 -0.1454
H 0.1504 0.2506 0.1007
H 0.2703 -0.1683 -0.4672
H 1.2969 -0.2138 -0.1699
H 0.4096 -0.3942 0.1975
H -0.0703 0.1285 0.2180
C -0.0974 -0.2229 -0.2532
H -0.2542 0.3723 -0.1897
H -0.3141 0.3951 -0.0250
O 0.5883 1.7063 -0.0436
Sm 1.3238 2.2049 0.7095
H -0.8172 0.4308 0.5444
C 0.4080 -0.7754 -0.5405
C -0.0207 -0.5860 1.1674
C 0.0580 -0.6821 0.2108
C -0.1002 -0.0004 0.1340
H 0.0538 0.3686 -0.3926
C -0.5114 -0.3032 0.1077
C -0.1375 0.1137 0.0436
N 0.4982 0.7271 -1.2354
H -0.3820 0.0165 -0.3069
C 0.6231 -0.1470 0.3683
H 0.0350 -0.1467 0.6195
H -0.4899 -0.4252 -0.6339
H 0.4058 -0.2392 0.2357
C -1.2188 0.4609 -0.6702
H -0.3557 -0.0667 0.4130
H 0.0660 0.3195 0.1994
H -0.2896 -0.5437 0.2150
C -0.1875 0.1393 0.2677
O -0.5957 -0.2653 1.3558
C 0.0067 -0.7205 -0.0699
H 0.1715 0.5852 0.0959
C -0.8367 0.2559 0.8994
H -0.1845 -0.7715 -0.0402
C 0.2175 -0.3110 0.9198
O -2.6350 0.6419 0.7837
C -0.2238 0.1416 -0.1869
C -0.7326 -0.1898 -0.6142
C -0.0068 -0.5550 -2.1669
C 0.4030 -0.0697 0.3059
C 0.8597 -0.5437 -0.0196
H 0.3084 0.3105 0.1096
C -1.0576 0.7475 0.1632
H -0.1172 -0.3711 -0.4028
H 0.3600 -0.4219 0.3092
C 0.0603 0.1336 -0.1142
C -0.3340 -0.4968 -0.2514
H 0.0961 -0.4010 0.1239
C -0.6190 0.1441 0.4188
H -0.2072 0.2078 0.1683
H 0.4044 0.0508 0.0304
H 0.1910 0.0372 -0.0445
H 1.2577 0.6738 -0.6372
H 0.4759 -0.1003 -0.0993
C 0.3293 -0.4074 0.1199
C -0.2203 0.2705 -0.0061
C 0.2636 -0.0888 0.3510
H -0.0648 -0.1121 0.3045
H -0.1856 -0.2734 0.3349
C 0.1739 -0.8633 0.2574
C 0.3193 -0.5275 0.5832
H 0.1617 0.2766 0.4803

2S+1: 6
ΔE to the lowest compared entry with this formula, charge and spin: 66.5 kcal per mole
Calculated total energy: -2387.3676 a.u.
Largest force on an atom: 0.091 hartree/bohr

Atom charges from the Löwdin analysis, given in e for atoms 1 to 5: C -0.4068; C -0.1932; C -0.0702; H 0.1207; N 0.0428